Below is a structure of composition C26H62FInN7O7, with properties calculated with wB97M-V/def2-TZVPD.

The geometry in XYZ format:
```
104
Properties=species:S:1:pos:R:3
H 2.420 -0.388 2.770
H 2.110 0.428 -1.525
H 2.536 1.986 2.128
C -1.513 0.967 -4.041
H 0.079 7.735 3.320
In 4.992 1.411 -5.144
H 6.678 -0.575 -3.734
H 6.963 -5.774 4.657
H -0.725 -1.510 -1.166
N -1.889 1.280 -5.317
C -5.227 -1.925 0.702
H -8.715 0.140 -1.147
O 0.659 0.807 0.353
H 5.759 -4.174 6.911
C -2.802 0.483 -0.647
C -0.377 0.240 0.014
H -0.365 1.538 -2.333
N -5.611 -1.839 2.011
H 3.808 -3.182 4.039
C -1.497 2.428 -6.101
H -2.401 2.978 -6.374
C -8.252 -0.847 -1.236
C 4.463 -3.557 4.830
H -4.472 -3.179 -0.853
H 5.301 0.990 4.614
H -10.191 -2.154 -3.629
H 5.002 -2.710 5.263
H -0.820 3.091 -5.562
H -1.006 2.069 -7.008
H 6.343 -5.851 7.038
H 5.749 -0.296 -1.230
C -0.385 6.768 3.110
H -3.532 0.797 0.103
H -2.518 0.605 -5.732
O -9.611 -2.814 -1.407
H 4.635 1.185 -1.819
H 3.844 -4.042 5.590
C 6.480 -4.895 6.527
C 4.359 0.919 5.164
O 3.000 -1.048 4.993
H 6.881 1.171 -3.035
N 3.048 0.287 3.185
C 6.072 0.368 -3.390
C 5.437 -4.546 4.254
H -5.255 -3.838 2.610
H -1.209 -1.655 0.557
H -3.857 -3.567 0.765
H 2.674 1.055 -3.240
H 3.585 -1.450 -1.388
N 6.337 -5.119 5.107
H 0.364 1.982 -3.888
O 1.865 3.938 3.187
C 3.795 -0.858 -2.402
H 1.606 -0.597 -3.084
H 7.493 -4.529 6.713
H -5.536 -4.004 0.302
H 4.572 0.545 6.169
C -5.612 -2.888 3.005
N 0.544 5.731 3.494
H 2.991 -2.580 -3.676
C 0.680 4.725 1.258
O -5.286 -0.934 -0.022
H 3.895 1.906 5.253
N -1.504 0.970 -0.241
C 3.424 -0.025 4.461
F 4.547 3.415 -4.509
H -8.038 -1.221 -0.231
H 4.269 -1.487 -4.655
O -1.937 -0.055 -3.509
H -2.829 -0.602 -0.746
H -5.925 -0.917 2.281
C 5.080 0.116 -2.110
H -0.655 6.718 2.056
H -6.634 -3.007 3.371
H 0.855 5.694 4.456
H -0.400 4.576 1.173
C 3.440 1.436 2.401
H -10.074 0.220 -4.271
H 0.504 -1.704 0.099
C -4.743 -3.258 0.203
C -9.186 -1.791 -1.939
H -7.309 -0.776 -1.786
H -4.968 -2.574 3.830
H -3.051 0.941 -1.607
H 3.368 0.645 -5.487
H 4.117 2.098 2.940
H -8.494 0.332 -3.459
H -1.377 1.966 -0.122
N -9.563 -1.479 -3.215
O 5.444 -4.844 3.063
C 2.436 0.093 -2.617
H 3.932 1.076 1.494
H 5.999 1.379 -6.655
H -8.679 -0.690 -4.905
H 4.887 -2.700 -3.258
C -0.464 -1.253 -0.136
C 4.010 -1.963 -3.593
H 1.184 3.896 0.752
H -1.042 2.898 -3.249
C -0.579 1.911 -3.338
C 1.082 4.753 2.706
H 0.975 5.658 0.770
H -1.285 6.661 3.720
C -9.170 -0.330 -3.998
```

**E**: -60623.03024 eV
**Total charge**: -1
**2S+1**: 1
**HOMO energy**: -4.52 eV

***

Below is a structure of composition C26H63LiN4O10, with properties calculated with wB97M-V/def2-TZVPD.

The geometry in XYZ format:
```
104
Properties=species:S:1:pos:R:3
C -2.582 2.074 -4.261
H -1.427 3.765 0.407
H 1.039 0.461 3.486
H -2.336 1.664 4.896
H -4.347 -5.175 0.252
H 1.209 6.493 -5.269
H -2.446 1.365 -2.349
C -2.505 -3.236 -0.976
H 3.797 -0.226 4.610
O -5.379 -6.534 -1.591
H -2.176 4.629 -0.930
H 3.836 -2.743 5.129
C -3.604 -5.413 -0.509
H -1.469 0.508 -2.750
H 5.697 -1.358 5.307
H 1.485 2.666 4.298
H -0.686 1.974 4.204
H 2.783 5.870 -4.976
H 1.549 -2.711 -1.332
N 0.364 2.274 -2.525
H 1.826 0.061 1.585
C 1.993 -0.161 0.532
C 2.217 1.972 4.710
N -1.583 0.138 0.042
H -4.994 -8.340 -2.845
H 3.503 -3.560 3.743
C 2.036 0.687 3.866
H -1.274 -1.598 1.071
H 1.136 0.328 -2.831
C 2.166 3.721 -3.646
C 0.961 -2.347 -2.175
H 1.116 1.262 -4.191
O -2.004 0.759 3.171
O 1.209 4.805 -4.028
H 1.447 -2.482 -3.141
C -0.945 0.468 -3.705
H 3.086 4.247 -3.393
H -3.108 -2.727 -0.224
H -1.053 0.466 4.909
O 5.122 -2.330 3.554
H -4.498 -4.736 -2.358
H 1.780 5.002 -6.030
H 1.865 -1.242 0.480
H 6.836 -1.382 3.961
H 5.387 -0.321 3.957
C -5.639 -7.480 -2.661
C -4.209 -5.695 -1.926
H -0.135 2.944 -3.092
H -6.614 -7.860 -2.356
H 2.104 1.736 5.768
H 2.513 3.108 -4.478
H 4.783 3.533 5.596
H -5.809 -6.997 -3.623
C -1.294 4.061 -0.634
H -3.528 -6.177 -2.627
C 0.483 1.043 -3.331
H -1.527 -5.068 -0.807
H -0.321 4.544 -0.726
H 1.489 3.842 -1.657
Li 0.047 1.656 -1.369
H -2.918 -3.007 -1.959
H -3.327 2.349 -5.007
C 2.755 -1.594 3.641
C 3.831 3.730 5.102
H -2.078 3.036 -4.163
H -3.417 -6.394 -0.073
H -0.962 -0.549 -4.096
H 2.958 0.240 0.220
C 0.915 0.616 -0.282
H 4.029 4.539 4.400
N -2.325 -4.582 -0.423
C 3.848 -2.573 4.052
H -1.018 -0.940 3.264
C -1.804 -0.662 1.251
C -2.590 1.209 -0.182
H 1.062 -1.263 -2.115
O -0.373 -2.800 -2.171
O -1.559 1.176 -4.744
H -3.562 0.715 -0.152
N 2.820 -0.443 4.473
O 0.479 1.743 0.041
O 3.550 2.398 4.514
H -3.304 2.606 -1.483
C -2.434 1.953 -1.432
H 2.331 2.227 -2.066
C 1.745 5.560 -5.094
H 3.247 4.027 5.973
O -1.344 2.951 -1.510
C 5.780 -1.302 4.222
H -0.118 0.097 2.411
H -3.002 1.915 -3.268
C 1.644 3.021 -2.357
H 2.881 -1.406 2.575
H -0.698 0.612 0.147
C -1.103 -2.394 -0.993
C -1.504 1.263 4.318
H -2.555 1.915 0.648
C -1.173 -0.146 2.533
H -2.865 -0.821 1.447
H -1.395 -1.352 -1.126
O 0.460 0.029 -1.311
H 2.554 0.796 2.913
H 1.788 -2.093 3.696
H -0.623 -2.629 -0.043
```

**E**: -54607.43991 eV
**2S+1**: 1
**HOMO energy**: -7.82 eV

***

Below is a structure of composition C26H64As3N6SbV, with properties calculated with wB97M-V/def2-TZVPD.

The geometry in XYZ format:
```
101
Properties=species:S:1:pos:R:3
C 2.596 1.848 -0.165
C -2.795 -1.016 3.423
N 1.594 -1.110 2.278
H -5.967 1.231 2.940
C 0.185 -2.830 -2.965
H -6.520 3.479 0.128
V -0.446 -0.093 1.526
H -1.183 -2.093 4.264
H -5.500 4.290 1.339
C 0.855 -5.404 -5.484
H -1.406 3.226 3.764
H 6.490 2.424 2.144
H 2.962 2.488 2.446
H 3.049 5.150 0.709
H -1.165 -2.803 -6.340
C 0.926 3.743 -0.056
H 3.555 -0.663 -0.772
As 5.267 4.021 0.689
C -5.495 3.700 0.424
C 0.361 1.082 -2.021
H -0.304 4.384 3.012
H -3.596 -1.116 2.699
C 2.228 3.172 0.525
H 3.429 1.387 0.370
C -1.849 -2.197 3.407
H 2.737 -0.407 -2.319
H 0.081 -4.101 2.355
H 0.441 -2.875 3.551
H 0.787 -6.490 -5.442
H -3.005 -2.355 -0.597
H -2.315 -3.712 1.390
H 6.908 2.767 -0.750
H 0.541 -1.644 -5.147
Sb -4.479 1.858 0.744
C 3.340 4.204 0.245
C 5.832 2.916 -0.826
H -0.481 1.709 -1.734
H -5.005 4.272 -0.363
C -6.034 0.936 1.893
C 2.605 -0.759 -1.297
H -6.053 1.223 -1.350
C 5.421 2.618 2.053
H 2.294 -1.798 -1.311
H 1.018 3.911 -1.130
C 2.090 3.001 2.043
N -2.011 0.204 3.096
H 2.955 2.059 -1.174
H -1.186 -1.015 -0.826
H -2.391 -3.138 3.529
C 1.378 -2.465 1.711
H -3.263 -0.940 4.404
H 1.877 -1.191 3.251
C -1.728 -2.858 1.040
H -1.517 0.492 3.937
H 1.890 -5.035 -3.603
C -5.028 0.940 -1.110
H 0.684 4.701 0.409
C -0.343 -4.807 -6.219
H -2.372 0.047 -0.453
H 0.296 1.495 5.193
H 3.362 4.403 -0.831
H 0.233 -3.047 -7.371
H 1.780 -5.164 -6.012
H 5.633 3.449 -1.756
N 0.575 -3.434 -4.057
H -1.247 -5.025 -5.646
H 5.344 1.942 -0.853
H -2.638 0.971 2.857
H 0.074 3.073 0.102
H 4.929 1.678 1.797
H -6.998 1.257 1.498
C -2.613 -1.867 0.296
H -0.004 0.243 -2.611
N -0.994 -2.236 2.183
H 1.350 2.888 4.904
H 5.071 2.975 3.021
H 1.113 -2.344 0.659
N -0.171 -2.303 -1.991
H 1.966 1.245 4.653
H 2.364 -0.640 1.811
C 0.907 -4.882 -4.051
N -1.787 -0.688 -0.064
H 2.244 -3.127 1.763
As 1.282 0.398 -0.445
H -3.464 -1.543 0.886
H -5.973 -0.152 1.826
H -1.439 3.459 2.006
H -4.975 -0.148 -1.033
C -0.796 3.421 2.882
H 1.053 1.671 -2.621
C 1.092 1.888 4.562
C 0.224 -3.027 2.494
H 0.165 -5.393 -3.438
H -0.983 -3.228 0.336
H -4.375 1.273 -1.918
As 0.545 2.017 2.700
H 2.043 3.980 2.526
H -0.465 -5.280 -7.192
C -0.188 -3.282 -6.393
C 0.740 -2.698 -5.330
H 1.785 -2.786 -5.628
```

**E**: -251669.62918 eV
**Total charge**: +2
**2S+1**: 4
**HOMO energy (alpha / beta)**: -12.47 / -12.47 eV
**⟨S²⟩**: 3.763
**Energy relative to the best compared isomer or geometry (same formula, charge and spin)**: 84.3 kJ/mol

***

Below is a cluster of 7 separate species, C26H64NO20P3 in total, with properties calculated with wB97M-V/def2-TZVPD.

The geometry in XYZ format:
```
114
Properties=species:S:1:pos:R:3
H 5.444 2.144 0.429
H 4.117 -5.286 -2.389
H -0.317 -5.910 -2.651
P 1.606 -3.230 -1.650
C -0.700 -2.874 2.661
H -1.140 1.288 -5.505
O -1.184 -3.453 5.359
H 0.194 -5.404 -0.945
C -0.750 -3.904 1.541
O -0.895 0.955 2.100
H -4.589 -0.037 -2.262
H -3.796 -1.163 2.718
H -1.251 2.990 -2.144
H -2.840 -0.448 1.477
O -3.304 0.846 3.048
O 2.496 -2.473 -2.734
H 0.271 -4.059 1.187
H -1.768 4.234 1.125
H -1.425 -0.142 5.619
H 0.340 0.064 0.596
C -4.127 -0.818 -2.867
H -1.339 -1.905 -1.101
H -3.652 1.261 -4.528
C 1.957 -1.305 -3.391
O 2.642 -4.348 -1.168
H 2.816 -6.262 -1.667
H -3.080 -1.817 -0.643
H -0.439 -1.881 2.294
C 1.276 3.916 2.761
H -4.697 -1.735 -2.680
H -0.147 -5.061 7.016
O 0.928 -4.236 5.405
H 1.423 4.574 3.615
H 3.826 2.556 1.091
O 0.175 0.507 -0.255
H -2.660 2.719 0.761
C -0.780 0.603 5.158
H -0.579 3.144 -3.741
O 0.260 -3.306 3.621
H -4.561 -0.049 1.617
C 2.919 6.269 0.292
H -0.084 0.368 -4.332
H -1.169 -4.848 1.889
H 2.788 1.156 -0.759
H 2.118 6.944 0.583
H 0.649 3.058 2.984
H 1.658 -1.478 -4.421
C 3.057 -5.308 -2.145
O -1.557 1.633 4.565
N -1.991 0.319 -2.344
C -3.646 -0.223 2.179
O 0.947 3.020 -0.367
C -0.796 2.417 -2.955
H 0.247 4.902 -2.585
P -1.881 1.586 2.986
H 4.400 0.660 -1.250
C -1.100 0.658 -4.616
C 4.392 2.303 0.196
C -2.636 -0.993 -2.621
H 2.512 -5.291 -3.087
H 3.798 6.404 0.924
H -3.702 2.240 -3.059
C -3.078 1.942 -3.903
O 1.026 -2.396 -0.585
H -1.049 -1.135 -5.743
H 1.463 6.175 -2.123
O -2.202 3.140 2.768
H -2.848 2.827 -4.502
C -1.959 -1.622 -3.854
O 0.753 4.718 1.700
C -2.369 -1.937 -1.462
C 3.814 1.037 -0.412
H -0.279 6.476 -2.219
H 0.139 1.972 -2.612
H 1.107 -0.983 -2.782
O 0.285 5.513 -0.543
C 0.830 -4.649 6.770
H -1.243 -4.827 -1.716
H 3.016 -0.339 4.051
H 3.322 6.606 -0.668
O -2.436 0.896 -1.112
H 1.659 -5.324 6.948
C -0.206 -5.113 -1.917
H 3.512 -1.999 4.107
C 0.480 5.746 -1.936
H 2.275 3.537 2.524
H 1.827 -1.537 3.652
H -2.655 -0.549 -5.617
O 2.103 0.553 1.742
H -0.095 1.036 5.889
H 4.318 3.174 -0.454
H 0.967 -3.767 7.398
H -1.260 -3.618 0.621
H -2.642 -2.359 -4.291
O 3.398 -1.197 2.239
O 0.524 -4.045 -2.503
O 4.011 0.010 0.579
H -1.044 -2.140 -3.563
O 2.660 4.875 0.144
H -2.474 -2.999 -1.718
C -1.766 1.289 -3.386
H -0.075 0.124 4.472
C 2.885 -1.307 3.553
H 2.692 -0.506 -3.305
C -0.118 -3.645 4.839
H -3.491 4.148 1.446
H -0.772 0.500 -0.621
P 1.123 4.364 0.191
C -2.570 3.568 1.443
C 3.060 -0.148 1.508
H -4.384 -0.572 -3.900
H -1.676 -2.777 3.139
C -1.741 -0.672 -5.031
H 0.504 1.448 -0.177
```

**E**: -98311.19485 eV
**2S+1**: 1
**HOMO energy**: -5.46 eV